{"formula": "C20H24N4OS", "method": "ωB97M-V with the def2-TZVPD basis set", "e_tot_ha": -1469.01872, "relative_energy_kcal_mol": 5.5, "symbols": ["O", "C", "C", "C", "C", "N", "C", "C", "C", "N", "C", "S", "N", "C", "C", "C", "C", "N", "C", "C", "C", "C", "C", "C", "C", "C", "H", "H", "H", "H", "H", "H", "H", "H", "H", "H", "H", "H", "H", "H", "H", "H", "H", "H", "H", "H", "H", "H", "H", "H"], "positions_angstrom": [[6.52756, 0.42690, -0.66469], [5.55745, 1.07834, -0.33962], [5.07401, 2.37961, -0.95091], [3.66368, 2.55860, -0.39137], [3.66106, 1.71578, 0.88877], [4.70869, 0.74715, 0.66028], [4.96129, -0.36046, 1.55160], [4.83416, -1.72130, 0.85730], [3.40620, -2.05746, 0.43688], [2.96473, -1.18921, -0.62950], [1.69334, -0.87005, -0.95488], [1.44389, 0.29781, -2.10244], [0.71600, -1.56515, -0.31854], [-0.67432, -1.40139, -0.37696], [-1.29140, -0.17785, -0.61461], [-2.66724, -0.07695, -0.61532], [-3.46903, -1.18832, -0.35298], [-4.85088, -1.13689, -0.35981], [-5.68031, -0.05202, -0.13563], [-6.98649, -0.09520, -0.62835], [-7.85740, 0.95202, -0.40485], [-7.44773, 2.06074, 0.31745], [-6.16289, 2.09825, 0.83261], [-5.28495, 1.05314, 0.61889], [-2.84319, -2.41660, -0.12521], [-1.46965, -2.51947, -0.13392], [5.10474, 2.33444, -2.03775], [5.75124, 3.17288, -0.62723], [3.41855, 3.59944, -0.19264], [2.93164, 2.16035, -1.09465], [2.70140, 1.21677, 1.04920], [3.89001, 2.32132, 1.77664], [4.26218, -0.29140, 2.38804], [5.98373, -0.27484, 1.93831], [5.18341, -2.49177, 1.54613], [5.48913, -1.72382, -0.01480], [2.73851, -1.93908, 1.29981], [3.37040, -3.10892, 0.11271], [3.67819, -0.71439, -1.16191], [1.00154, -2.43819, 0.10533], [-0.69591, 0.69542, -0.81895], [-3.12447, 0.87164, -0.84646], [-5.31904, -2.00654, -0.56808], [-7.31084, -0.96008, -1.19086], [-8.86211, 0.90324, -0.79864], [-8.12723, 2.88192, 0.48695], [-5.84131, 2.94734, 1.41811], [-4.30027, 1.07811, 1.05885], [-3.44567, -3.29508, 0.05831], [-1.00437, -3.47878, 0.04936]], "forces_ev_per_a": [[0.426, -0.252, -0.093], [-0.157, 0.311, -0.155], [-0.048, 0.066, -0.040], [-0.003, 0.106, -0.026], [-0.207, 0.237, 0.130], [-0.130, 0.024, 0.176], [0.335, -0.295, -0.146], [-0.256, 0.195, 0.091], [0.091, -0.335, 0.151], [-0.086, -0.166, 0.110], [0.243, -0.028, -0.115], [-0.147, 0.387, -0.608], [0.758, -0.434, 0.300], [-0.555, 0.106, -0.062], [0.113, -0.058, 0.115], [-0.198, -0.193, 0.034], [0.474, -0.042, -0.013], [-0.394, -0.555, -0.151], [-0.227, 0.263, 0.118], [0.103, -0.033, -0.025], [-0.018, 0.008, 0.053], [-0.089, 0.137, 0.041], [-0.085, 0.047, -0.029], [0.102, -0.117, -0.023], [-0.136, 0.180, 0.044], [0.204, 0.201, -0.146], [0.078, -0.038, 0.014], [0.062, -0.019, -0.013], [-0.028, 0.020, 0.031], [0.068, 0.018, 0.113], [0.014, 0.017, 0.000], [-0.073, -0.053, -0.028], [0.050, 0.018, -0.011], [-0.119, 0.012, 0.052], [0.017, -0.041, -0.039], [0.059, -0.076, 0.031], [0.018, -0.053, -0.059], [-0.056, 0.079, 0.128], [-0.216, 0.012, -0.031], [0.013, 0.189, 0.026], [0.000, -0.001, 0.015], [-0.025, 0.087, 0.002], [0.079, 0.167, 0.025], [-0.008, -0.063, -0.087], [-0.071, -0.012, -0.034], [-0.054, 0.070, 0.011], [0.030, 0.059, 0.046], [0.069, 0.015, 0.017], [-0.056, -0.069, 0.064], [0.037, -0.097, -0.004]], "lowdin_charge": [0.063, -0.480, -0.072, -0.165, -0.145, -0.080, -0.136, -0.154, -0.195, -0.008, -0.827, 0.687, 0.065, -0.258, -0.049, -0.019, -0.253, 0.075, -0.253, -0.035, -0.096, -0.108, -0.089, -0.040, -0.026, -0.028, 0.122, 0.124, 0.109, 0.025, 0.115, 0.124, 0.127, 0.130, 0.117, 0.111, 0.121, 0.122, 0.113, 0.127, 0.051, 0.112, 0.141, 0.107, 0.102, 0.096, 0.103, 0.106, 0.110, 0.111]}

=====

{"formula": "C3H6OS", "method": "ωB97M-V with the def2-TZVPD basis set", "e_tot_ha": -591.29821, "relative_energy_kcal_mol": 21.8, "symbols": ["O", "C", "C", "C", "S", "H", "H", "H", "H", "H", "H"], "positions_angstrom": [[0.43511, 0.28948, 2.18408], [1.07125, -0.19285, 1.28438], [0.68698, -0.27928, -0.15501], [-0.90426, -0.07894, -0.30850], [-1.65688, 0.16484, -1.91710], [2.04759, -0.68344, 1.47421], [1.08752, -1.23380, -0.52575], [1.09442, 0.60581, -0.62331], [-1.33830, -0.92604, 0.28487], [-0.93166, 0.82640, 0.29945], [-1.59178, 1.50782, -1.99733]], "forces_ev_per_a": [[-0.013, 0.088, -0.190], [0.317, -0.487, 0.383], [-2.104, -0.154, -0.562], [2.156, -0.458, 1.862], [0.082, -0.224, -0.175], [0.099, 0.177, 0.265], [-0.063, 0.523, -0.358], [0.743, -0.068, -0.523], [-0.213, 0.914, -0.859], [-1.116, -0.087, -0.066], [0.111, -0.225, 0.223]], "lowdin_charge": [0.056, -0.297, -0.201, -0.592, 0.688, 0.119, 0.113, 0.109, 0.089, 0.061, -0.145]}

=====

{"formula": "C32H66B3BrN4O14", "method": "ωB97M-V with the def2-TZVPD basis set", "e_tot_ha": -5179.98666, "symbols": ["N", "C", "N", "N", "C", "B", "O", "B", "C", "C", "C", "N", "C", "C", "C", "C", "C", "C", "C", "O", "O", "B", "C", "C", "O", "Br", "O", "H", "H", "H", "H", "H", "H", "H", "H", "H", "H", "H", "H", "H", "H", "H", "H", "H", "H", "H", "H", "H", "H", "H", "H", "C", "O", "C", "C", "O", "C", "C", "O", "C", "H", "H", "H", "H", "H", "H", "H", "H", "H", "H", "H", "H", "H", "H", "C", "O", "C", "C", "O", "C", "C", "O", "C", "H", "H", "H", "H", "H", "H", "H", "H", "H", "H", "H", "H", "H", "H", "C", "O", "C", "C", "O", "C", "C", "O", "C", "H", "H", "H", "H", "H", "H", "H", "H", "H", "H", "H", "H", "H", "H"], "positions_angstrom": [[-2.27734, -0.31262, -0.39340], [-1.71972, -1.34099, -1.31556], [-1.20026, -2.52416, -0.58916], [-2.79459, -1.84120, -2.16753], [-0.57859, -0.76854, -2.14236], [-0.60816, 0.79796, -2.24446], [-0.03335, 1.54791, -1.22269], [-0.30086, 2.90973, -1.28639], [-0.68606, 3.76134, -0.03136], [-1.73641, 2.94808, 0.79050], [-3.05774, 3.68407, 1.00465], [-4.20136, 2.75511, 0.86730], [-4.54209, 2.64875, -0.54925], [-5.57209, 1.60542, -0.86503], [-6.07228, 0.70583, 0.07153], [-6.99779, -0.27160, -0.30104], [-7.43485, -0.34934, -1.61534], [-6.94824, 0.56054, -2.55544], [-6.02768, 1.53114, -2.18668], [-5.50625, 2.42805, -3.08014], [-0.31225, 3.45909, -2.57735], [-1.27447, 2.78215, -3.30902], [-2.46839, 3.60398, -3.93766], [-2.88819, 3.19585, -5.30086], [-2.64781, 2.20834, -5.86426], [-4.04670, 4.54390, -6.18750], [-1.17171, 1.41146, -3.35310], [-1.76833, -0.30239, 0.48372], [-3.22460, -0.57992, -0.14823], [-1.94018, -2.81284, 0.04768], [-0.47562, -2.16808, 0.02837], [-3.31422, -1.04352, -2.52793], [-3.45513, -2.32329, -1.56401], [0.35229, -1.03067, -1.64069], [-0.55912, -1.26198, -3.10805], [0.18611, 3.99812, 0.57191], [-1.14959, 4.66746, -0.41496], [-1.25930, 2.66218, 1.72221], [-1.97145, 2.05126, 0.22412], [-3.14980, 4.42612, 0.21692], [-3.11863, 4.16834, 1.97446], [-3.84886, 1.84030, 1.13122], [-4.83974, 3.62294, -0.92464], [-3.63808, 2.33873, -1.10279], [-5.74747, 0.78196, 1.09551], [-7.34705, -0.95884, 0.45339], [-8.14305, -1.10174, -1.91706], [-7.30933, 0.48558, -3.57151], [-6.09567, 2.53356, -3.83287], [-2.24890, 4.66406, -3.88746], [-3.33892, 3.44511, -3.29576], [-0.28702, -8.50108, 3.98012], [0.59511, -7.44127, 3.69513], [1.94321, -7.87372, 3.62778], [2.80470, -6.84446, 2.93172], [2.71723, -6.88141, 1.51645], [1.54992, -6.32303, 0.92799], [1.53670, -4.81292, 0.90041], [1.15867, -4.28894, 2.17018], [1.58887, -2.96162, 2.34292], [-0.05463, -8.96262, 4.94743], [-1.29434, -8.09146, 4.01996], [-0.24869, -9.26668, 3.19626], [2.00813, -8.82538, 3.08622], [2.31470, -8.02083, 4.65207], [3.84648, -7.08461, 3.15536], [2.60330, -5.84307, 3.31751], [0.64448, -6.71278, 1.39731], [1.56373, -6.66779, -0.10779], [0.80669, -4.47287, 0.15428], [2.53097, -4.44695, 0.62015], [2.68266, -2.89388, 2.30787], [1.24984, -2.62706, 3.32205], [1.16712, -2.29933, 1.57547], [6.38137, -5.52597, -4.39065], [5.14297, -4.85590, -4.41028], [4.13213, -5.58425, -3.73445], [2.95428, -4.69387, -3.41203], [3.14806, -3.87973, -2.26494], [3.98332, -2.74147, -2.41340], [3.32094, -1.58819, -3.13317], [3.33988, -1.78266, -4.53630], [2.34828, -1.02356, -5.19086], [6.31249, -6.50281, -4.88410], [7.09889, -4.91058, -4.92959], [6.73738, -5.66501, -3.36298], [4.53011, -6.00920, -2.80467], [3.79579, -6.40390, -4.38513], [2.11200, -5.34104, -3.15841], [2.66570, -4.09697, -4.27920], [4.93526, -2.99988, -2.88127], [4.19210, -2.41359, -1.39214], [3.86245, -0.65853, -2.90582], [2.28811, -1.49314, -2.77819], [1.34537, -1.32313, -4.86443], [2.43800, -1.21297, -6.25840], [2.48315, 0.04940, -5.00791], [-0.09727, 7.31653, 6.97240], [0.89480, 6.88095, 6.07197], [0.84153, 5.48216, 5.85558], [1.61359, 5.10147, 4.61294], [0.90295, 5.32266, 3.40201], [0.79552, 6.67307, 2.96745], [2.07681, 7.22350, 2.38281], [2.97373, 7.61150, 3.40907], [4.30638, 7.68106, 2.95602], [0.02011, 6.84082, 7.95325], [0.01195, 8.39268, 7.08904], [-1.10070, 7.10363, 6.58528], [-0.20044, 5.15538, 5.74923], [1.28628, 4.97565, 6.72394], [1.78006, 4.02255, 4.64762], [2.59025, 5.58758, 4.59474], [0.41568, 7.31649, 3.76271], [0.05024, 6.65711, 2.16881], [1.84307, 8.10677, 1.77195], [2.53787, 6.46101, 1.74325], [4.65592, 6.69975, 2.61379], [4.92329, 7.99861, 3.79408], [4.41246, 8.40701, 2.14164]], "forces_ev_per_a": [[-0.066, 0.039, -0.135], [-0.348, -0.959, 0.422], [-0.313, 0.671, 0.078], [-0.027, 0.468, 0.148], [0.390, 0.419, 0.005], [0.424, -0.781, -0.049], [-0.762, 0.279, -0.262], [1.173, 0.093, -0.074], [-0.268, -0.624, -0.255], [0.618, 0.631, -0.336], [-0.163, -0.644, 0.014], [-0.131, 0.268, -0.245], [0.501, -0.554, 0.309], [-0.169, 0.113, -0.029], [-0.106, -0.010, -0.622], [0.263, 0.161, 0.030], [0.399, 0.446, 0.201], [-0.185, -0.214, 0.167], [-0.255, -0.463, 0.265], [0.070, 0.177, 0.056], [-1.131, 0.222, 0.572], [0.644, 0.002, -0.601], [0.460, 0.024, 0.182], [-0.296, 0.813, 0.476], [0.264, -1.155, -0.783], [-0.105, 0.115, 0.010], [-0.596, 0.250, 0.495], [0.251, 0.161, -0.049], [-0.115, -0.026, -0.048], [0.000, -0.288, -0.014], [0.188, -0.211, -0.038], [0.091, -0.008, -0.201], [-0.046, -0.191, -0.104], [0.143, -0.048, 0.076], [-0.097, -0.071, -0.128], [0.072, 0.257, 0.095], [0.215, 0.342, 0.170], [-0.199, -0.233, 0.237], [0.014, -0.283, 0.170], [-0.169, 0.340, 0.101], [0.106, 0.187, 0.067], [-0.143, -0.034, 0.262], [-0.147, 0.129, -0.032], [0.026, 0.214, -0.316], [0.009, 0.024, 0.182], [-0.161, -0.123, -0.007], [-0.127, -0.115, -0.054], [0.092, 0.130, -0.178], [-0.005, -0.109, -0.102], [-0.065, 0.197, -0.136], [-0.182, -0.043, 0.076], [0.004, 0.084, 0.049], [-0.008, -0.042, -0.188], [-0.163, 0.154, 0.143], [0.132, -0.026, -0.046], [-0.034, 0.000, 0.028], [0.035, -0.042, -0.100], [-0.200, 0.062, 0.099], [0.156, -0.011, 0.073], [-0.082, -0.112, 0.046], [-0.004, -0.055, -0.023], [0.006, 0.026, 0.011], [0.019, -0.045, 0.046], [0.045, -0.013, 0.001], [0.083, -0.100, -0.043], [0.003, -0.007, -0.017], [-0.140, -0.021, 0.031], [-0.016, 0.094, 0.090], [0.031, -0.002, -0.003], [0.131, 0.011, -0.120], [-0.010, -0.015, -0.066], [-0.004, 0.063, -0.071], [-0.031, -0.002, -0.007], [0.072, 0.048, -0.009], [-0.040, 0.032, -0.080], [0.035, 0.089, 0.181], [0.075, 0.082, -0.232], [-0.105, -0.058, 0.069], [0.023, 0.018, 0.010], [-0.011, 0.016, 0.126], [0.157, 0.066, -0.204], [-0.154, -0.170, 0.028], [0.089, -0.018, -0.010], [0.029, -0.027, 0.044], [-0.019, 0.012, -0.021], [-0.002, -0.068, -0.011], [-0.040, -0.028, 0.020], [-0.027, -0.077, 0.106], [-0.007, 0.012, 0.024], [0.129, 0.018, -0.054], [-0.045, 0.013, -0.134], [-0.008, -0.005, 0.007], [-0.077, 0.014, 0.136], [-0.001, 0.000, 0.031], [-0.008, 0.068, 0.021], [0.032, 0.006, -0.002], [-0.054, 0.011, 0.004], [0.097, 0.019, 0.012], [-0.133, 0.012, -0.148], [0.153, 0.200, 0.104], [-0.024, -0.193, -0.042], [-0.008, 0.078, 0.010], [-0.064, -0.101, -0.121], [0.031, 0.246, 0.166], [0.040, -0.200, 0.025], [-0.062, 0.068, 0.051], [-0.058, -0.013, 0.004], [0.030, 0.002, -0.003], [-0.012, -0.039, 0.054], [0.002, -0.052, -0.004], [-0.084, -0.110, -0.018], [-0.024, -0.003, -0.019], [-0.046, 0.128, 0.073], [0.144, 0.050, 0.053], [0.002, -0.052, 0.000], [-0.016, -0.087, -0.123], [-0.030, -0.013, -0.034], [0.011, 0.028, -0.067], [-0.020, 0.024, 0.010], [0.038, -0.031, -0.030]], "lowdin_charge": [0.101, -0.649, 0.087, 0.095, 0.004, -0.525, 0.291, -0.511, -0.026, -0.167, -0.199, -0.055, -0.185, -0.142, -0.038, -0.091, -0.086, -0.020, -0.270, 0.041, 0.301, -0.520, -0.051, -0.797, 0.101, 0.639, 0.322, 0.088, 0.071, 0.076, 0.048, 0.084, 0.072, 0.102, 0.113, 0.107, 0.107, 0.117, 0.061, 0.104, 0.112, 0.085, 0.131, 0.117, 0.102, 0.097, 0.100, 0.113, 0.114, 0.114, 0.109, -0.116, -0.198, -0.209, -0.186, -0.127, -0.176, -0.197, -0.196, -0.115, 0.087, 0.087, 0.088, 0.129, 0.127, 0.127, 0.123, 0.123, 0.126, 0.117, 0.124, 0.091, 0.088, 0.070, -0.115, -0.196, -0.206, -0.178, -0.139, -0.178, -0.200, -0.190, -0.102, 0.088, 0.087, 0.088, 0.129, 0.129, 0.127, 0.125, 0.124, 0.125, 0.131, 0.109, 0.083, 0.089, 0.090, -0.113, -0.197, -0.208, -0.182, -0.138, -0.181, -0.207, -0.198, -0.113, 0.088, 0.088, 0.088, 0.128, 0.128, 0.127, 0.123, 0.124, 0.123, 0.129, 0.128, 0.088, 0.088, 0.088]}

=====

What max |F| values result from the calculations? In sequence: 0.01796, 0.05611, 0.02763 hartree/bohr.
What orbital gap values result from the calculations? In sequence: 7.8883, 10.0003, 9.1260 eV.
What HOMO level values result from the calculations? In sequence: -7.4, -9.2, -8.8 eV.